C8H5Br2FO | ωB97M-V with the def2-TZVPD basis set

## Properties
* highest occupied orbital energy: -0.314 Ha
* max |F|: 3.55 eV Å⁻¹
* energy relative to the best compared isomer or geometry (same formula, charge and spin): 0.0 kJ/mol
* gap between HOMO and LUMO: 8.42 eV
* LUMO level: -0.1 eV

```
17
Properties=species:S:1:pos:R:3:forces:R:3:mulliken_charge:R:1
Br 3.44682 1.63724 0.70746 0.503 1.500 0.343 -0.0811
Br 3.00783 -0.42932 -1.47923 0.263 -0.106 -0.888 -0.0528
F 3.98057 -0.90627 0.87580 -0.902 -0.693 0.874 -0.2185
O 0.50428 -2.52490 3.31862 0.570 0.209 -0.498 -0.4538
C 0.39616 0.59793 0.58110 -2.083 0.327 -2.779 -0.7276
C 1.49312 -0.22284 1.15092 0.634 -2.948 0.818 -0.2835
C 2.95196 -0.16932 0.40713 -1.201 1.068 0.309 0.3972
C 0.83863 -1.67472 1.05499 2.565 1.764 -1.698 -0.0131
C 0.74785 -2.16759 2.23339 -1.235 -1.677 1.875 0.4771
C 0.11719 -1.18373 -1.12369 0.268 -0.640 2.302 -0.7659
C -0.22341 0.09123 -0.54694 1.307 0.285 2.107 -0.0932
C 0.65771 -2.14083 -0.34215 -0.739 1.421 0.937 -0.5535
H -1.01137 0.58479 -1.04743 -0.723 0.913 -0.135 0.4688
H 1.16418 -3.02806 -0.62665 -0.395 -0.954 -0.513 0.3612
H -0.21090 -1.29277 -2.08956 -0.050 -0.710 -2.406 0.5160
H -0.10339 1.50981 0.95346 1.197 -0.382 0.291 0.3553
H 1.70234 -0.10900 2.24127 0.023 0.623 -0.936 0.6672
```
Positions in Å, forces in eV/Å.

C6H10N5 | ωB97M-V with the def2-TZVPD basis set

## Properties
* highest occupied orbital energy (spin up / spin down): -0.404 / -0.404 Ha
* max |F|: 4.22 eV Å⁻¹
* net charge: +1
* energy relative to the best compared isomer or geometry (same formula, charge and spin): 447.8 kJ/mol
* gap between HOMO and LUMO (spin up / spin down): 6.28 / 6.28 eV
* LUMO level (spin up / spin down): -4.7 / -4.7 eV

```
21
Properties=species:S:1:pos:R:3:forces:R:3:mulliken_charge:R:1
N -1.90765 0.29747 -0.20576 0.310 -0.996 0.869 -0.3386
N 4.22834 1.18968 0.13864 0.243 1.178 0.399 -0.3289
N 2.34825 -0.19758 -0.07900 -0.430 -1.112 -0.575 -0.0654
N 0.08015 -1.11504 0.03210 0.855 3.818 -0.877 -0.0270
N -0.79193 2.23271 0.11659 -0.168 -2.680 0.133 0.0515
C 0.12278 1.28388 0.26488 1.145 3.104 0.576 -0.5797
C -0.55260 0.05190 0.05247 -1.130 -1.077 -0.710 0.7248
C -2.11090 1.73117 -0.15528 -1.384 -1.253 3.782 -0.5439
C -0.65590 -2.32164 0.07933 -0.919 -0.256 0.525 -1.0546
C 1.52868 -1.20180 0.01860 -0.612 -0.191 0.285 -0.1592
C 3.31850 0.46585 -0.44000 -1.284 -1.978 -0.536 0.0808
H 1.72622 -2.27609 0.07577 1.014 0.650 0.161 0.3864
H -2.44237 2.05248 -1.06165 -1.345 1.210 -2.487 0.3741
H -0.50530 -2.65137 1.08232 -0.283 -0.935 0.690 0.4420
H -1.70484 -2.16251 -0.12082 -0.215 0.259 0.129 0.3339
H -0.74780 3.19938 0.29900 0.961 1.141 0.274 0.1792
H -2.64608 -0.17073 0.32139 0.444 -0.405 -0.489 0.3068
H -0.35277 -3.04274 -0.62606 0.826 -0.787 -0.786 0.3491
H 4.91602 1.64761 -0.43224 0.055 -0.028 -0.366 0.2958
H 3.90241 1.79233 0.87404 0.136 -0.065 0.867 0.2536
H -2.90995 1.89546 0.71592 1.780 0.403 -1.867 0.3193
```
Positions in Å, forces in eV/Å.

no.,M (g mol⁻¹),DFT total energy (eV)
1,295.93,-153223.3457
2,152.18,-13823.3827